(1)
{
  "formula": "C3H5ClN2S",
  "method": "ωB97M-V/def2-TZVPD",
  "species": ["C", "C", "C", "N", "N", "S", "Cl", "H", "H", "H", "H", "H"],
  "positions_angstrom": [[0.8263, 0.4039, 1.2299], [-0.4487, 1.2421, -0.4837], [-1.2061, -0.0587, -0.1911], [0.5536, 1.4263, 0.5374], [0.9049, -1.4273, -0.5738], [-0.2429, -1.0752, 0.7525], [-2.9484, -0.0445, -0.1251], [1.5517, 0.4407, 2.0641], [0.1045, 1.0781, -1.3557], [-1.1527, 2.0207, -0.4091], [0.3167, -2.1484, -1.1370], [1.7411, -1.8577, -0.3084]],
  "forces_ev_per_angstrom": [[0.053, 1.082, -0.009], [-0.778, -2.365, 2.014], [0.149, -0.513, 0.677], [0.910, -0.784, 1.258], [-3.222, -1.148, -1.467], [-0.110, 1.787, -1.525], [0.207, -0.125, 0.194], [-0.444, -0.317, -0.563], [0.587, 0.589, -1.761], [-0.591, 1.276, -0.667], [1.502, 1.544, 1.011], [1.736, -1.026, 0.836]],
  "mulliken_charge": [-0.038, -0.530, 0.088, -0.417, -0.559, 0.028, -0.215, 0.402, 0.303, 0.415, 0.302, 0.222],
  "homo_lumo_gap_ev": 7.7,
  "e_above_lowest_kj_mol": 296.19,
  "charge": 0,
  "e_tot_ev": -29526.1576,
  "homo_ev": -7.42
}

=====

(2)
{
  "formula": "C18H40BrFINO2S",
  "method": "ωB97M-V/def2-TZVPD",
  "species": ["C", "C", "C", "I", "N", "C", "C", "C", "Br", "S", "O", "O", "F", "H", "H", "H", "H", "H", "H", "H", "H", "H", "H", "H", "H", "C", "C", "C", "C", "C", "C", "H", "H", "H", "H", "H", "H", "H", "H", "H", "H", "H", "H", "H", "H", "C", "C", "C", "C", "C", "C", "H", "H", "H", "H", "H", "H", "H", "H", "H", "H", "H", "H", "H", "H"],
  "positions_angstrom": [[4.4092, -0.2156, -2.3233], [3.0847, 0.4932, -2.7639], [2.3933, -0.2021, -3.9764], [2.3514, -2.3888, -3.6668], [1.0650, 0.3624, -4.2738], [0.1424, 0.3088, -3.1299], [-1.3460, 0.6652, -3.4373], [-2.2741, -0.5690, -3.1349], [-2.9959, -0.4740, -1.2940], [0.4410, -0.3096, -5.7067], [1.4925, -0.8923, -6.5725], [-0.2307, 0.7920, -6.4379], [-0.5911, -1.5270, -5.3774], [4.2215, -0.6924, -1.3457], [5.2063, 0.5274, -2.1253], [4.8217, -0.9088, -3.0689], [3.3624, 1.5047, -3.1199], [2.4440, 0.5606, -1.8737], [3.0786, -0.0696, -4.8269], [0.1527, -0.6544, -2.5803], [0.5051, 1.0540, -2.3993], [-1.5379, 1.1051, -4.4265], [-1.6598, 1.4276, -2.7009], [-1.7044, -1.5106, -3.1934], [-3.0600, -0.6237, -3.8998], [7.0059, 1.8636, 4.1657], [6.8042, 0.3661, 3.9645], [6.8629, -0.0639, 2.4994], [5.7840, 0.5420, 1.5996], [4.3432, 0.2732, 2.0335], [3.9774, -1.2071, 2.0367], [6.2123, 2.4452, 3.6929], [7.0015, 2.1075, 5.2296], [7.9628, 2.1878, 3.7508], [5.8557, 0.0597, 4.4150], [7.5884, -0.1658, 4.5108], [6.8063, -1.1555, 2.4505], [7.8427, 0.2034, 2.0902], [5.9261, 0.1562, 0.5842], [5.9336, 1.6241, 1.5320], [3.6736, 0.7958, 1.3423], [4.1561, 0.7004, 3.0225], [4.1277, -1.6487, 1.0485], [2.9277, -1.3374, 2.3064], [4.5742, -1.7681, 2.7578], [-9.3223, 0.4320, 1.6684], [-8.0878, 0.4492, 2.5624], [-6.8340, 0.9652, 1.8576], [-6.3687, 0.1308, 0.6622], [-6.0763, -1.3390, 0.9630], [-4.9446, -1.5385, 1.9638], [-9.2002, -0.2493, 0.8243], [-10.1956, 0.1006, 2.2335], [-9.5345, 1.4293, 1.2766], [-7.9139, -0.5520, 2.9672], [-8.2907, 1.0957, 3.4213], [-6.0233, 1.0360, 2.5892], [-7.0164, 1.9885, 1.5132], [-5.4666, 0.5941, 0.2498], [-7.1207, 0.1825, -0.1312], [-5.8019, -1.8328, 0.0259], [-6.9779, -1.8432, 1.3226], [-4.0235, -1.0691, 1.6094], [-4.7477, -2.6031, 2.1026], [-5.1914, -1.1186, 2.9407]],
  "forces_ev_per_angstrom": [[-0.008, 0.696, 0.413], [0.552, -0.208, -0.410], [0.878, 0.188, 0.701], [-0.127, 0.244, 0.102], [-0.056, -2.121, -0.305], [-0.939, 0.978, 1.036], [-0.473, -0.463, 1.157], [0.694, 0.303, -0.826], [0.136, -0.126, -0.796], [1.589, 2.066, -5.954], [-1.979, 0.514, 3.082], [0.058, -2.705, 2.709], [0.991, 1.667, 0.214], [0.249, -0.286, -0.665], [-0.490, -0.178, -0.166], [-0.315, 0.074, 0.352], [-0.488, -0.308, 0.246], [0.081, 0.083, -0.500], [-0.671, -0.241, 0.122], [0.304, 0.207, -0.591], [0.006, -0.299, -0.545], [0.251, -0.404, 0.240], [0.287, -0.151, -0.522], [-0.345, 0.436, 0.189], [-0.179, 0.029, 0.757], [-0.090, -0.028, 0.111], [0.119, 0.048, -0.040], [-0.052, -0.120, 0.000], [0.021, 0.135, 0.018], [0.029, -0.077, -0.146], [-0.101, 0.083, 0.098], [0.038, 0.014, -0.009], [0.018, 0.052, -0.038], [-0.030, 0.016, -0.025], [0.009, -0.022, -0.029], [-0.056, -0.036, -0.001], [-0.002, 0.015, -0.018], [-0.008, 0.002, 0.023], [-0.018, -0.004, 0.010], [0.017, -0.020, -0.003], [0.013, 0.037, 0.058], [0.022, 0.020, -0.017], [0.035, -0.033, 0.030], [0.025, -0.065, -0.020], [0.003, -0.023, -0.043], [-0.034, -0.117, 0.087], [-0.035, 0.130, -0.037], [0.092, -0.052, 0.071], [-0.118, -0.001, -0.050], [0.109, 0.071, -0.065], [-0.105, -0.127, 0.019], [-0.011, 0.039, -0.011], [-0.017, 0.023, -0.060], [0.014, -0.023, -0.033], [0.033, 0.017, -0.008], [0.037, -0.049, 0.018], [0.001, 0.002, -0.020], [-0.015, -0.014, 0.015], [-0.011, -0.024, -0.008], [0.019, 0.024, 0.007], [-0.055, 0.008, 0.016], [-0.012, 0.032, -0.012], [-0.004, 0.018, 0.049], [0.066, 0.038, 0.036], [0.047, 0.018, -0.011]],
  "mulliken_charge": [-1.174, -0.204, -1.073, 0.143, 0.184, -0.553, -0.854, -0.675, -0.194, 1.179, -0.593, -0.598, -0.204, 0.169, 0.350, 0.453, 0.270, 0.281, 0.681, 0.395, 0.329, 0.382, 0.440, 0.427, 0.425, -1.186, -0.404, -0.833, -0.302, -0.424, -1.187, 0.284, 0.381, 0.290, 0.226, 0.371, 0.341, 0.390, 0.138, 0.337, 0.306, 0.356, 0.243, 0.375, 0.313, -1.180, -0.372, -0.774, -0.394, -0.423, -1.145, 0.280, 0.379, 0.290, 0.234, 0.354, 0.302, 0.385, 0.176, 0.304, 0.356, 0.330, 0.211, 0.356, 0.331],
  "homo_lumo_gap_ev": 9.7,
  "e_above_lowest_kj_mol": 76.82,
  "smiles": "CC[C@@H](I)N(CCCBr)S(=O)(=O)F.CCCCCC.CCCCCC",
  "charge": 0,
  "e_tot_ev": -116594.7290,
  "homo_ev": -9.74
}

=====

(3)
{
  "formula": "C41H41Cl3N8",
  "method": "ωB97M-V/def2-TZVPD",
  "species": ["N", "C", "C", "C", "C", "C", "H", "H", "H", "H", "H", "N", "C", "C", "C", "C", "C", "H", "H", "H", "H", "H", "N", "C", "C", "C", "C", "C", "H", "H", "H", "H", "H", "N", "C", "C", "C", "C", "C", "H", "H", "H", "H", "H", "N", "C", "C", "C", "C", "C", "H", "H", "H", "H", "H", "N", "C", "C", "C", "C", "C", "H", "H", "H", "H", "H", "N", "C", "C", "C", "C", "C", "H", "H", "H", "H", "H", "N", "C", "C", "C", "C", "C", "H", "H", "H", "H", "H", "C", "Cl", "Cl", "Cl", "H"],
  "positions_angstrom": [[1.8682, -4.8285, 1.3699], [2.7907, -4.0718, 0.7540], [2.9621, -4.0012, -0.6108], [2.3913, -4.9505, -1.4478], [1.4915, -5.8272, -0.8489], [1.2616, -5.7335, 0.5215], [3.4365, -3.4760, 1.3820], [3.7419, -3.3715, -1.0132], [2.6428, -4.9697, -2.4979], [1.0675, -6.6088, -1.4620], [0.6583, -6.4343, 1.0794], [-1.6188, 3.6632, 5.0412], [-2.0699, 3.9696, 3.7832], [-1.7075, 3.4013, 2.5705], [-0.7408, 2.4109, 2.6137], [-0.1632, 2.0312, 3.8776], [-0.7194, 2.5590, 5.0799], [-2.7628, 4.7980, 3.7881], [-1.9649, 3.9307, 1.6650], [-0.3427, 2.0194, 1.6892], [0.7169, 1.4101, 3.9552], [-0.4533, 2.0916, 6.0165], [0.5230, 5.1774, -0.9291], [-0.1004, 4.1957, -1.6430], [-0.9739, 4.5001, -2.7124], [-1.1632, 5.8978, -2.9686], [-0.4450, 6.8791, -2.3491], [0.3326, 6.4646, -1.2853], [0.1336, 3.1875, -1.3343], [-1.5911, 3.8220, -3.2831], [-1.7200, 6.1386, -3.8621], [-0.5275, 7.9107, -2.6578], [0.8631, 7.2055, -0.7056], [-5.6629, 2.8947, -1.4572], [-4.4376, 2.5168, -1.0495], [-3.4663, 3.4119, -0.7175], [-3.8144, 4.7283, -0.6502], [-5.0482, 5.1874, -1.1554], [-5.9722, 4.2340, -1.5030], [-4.1584, 1.4737, -1.0689], [-2.4545, 3.0971, -0.5088], [-3.1485, 5.5367, -0.3869], [-5.3544, 6.2225, -1.1887], [-7.0025, 4.3635, -1.7999], [-2.3452, 0.2974, 0.5272], [-2.2355, -0.7080, 1.4375], [-1.2848, -1.7305, 1.4455], [-0.1995, -1.5955, 0.5313], [-0.1116, -0.5606, -0.3376], [-1.2722, 0.3131, -0.3501], [-2.9912, -0.8875, 2.1880], [-1.3015, -2.5174, 2.1851], [0.5505, -2.3614, 0.4003], [0.7878, -0.4617, -0.9272], [-1.2058, 1.1646, -1.0111], [0.6265, -3.6632, -4.2026], [0.8097, -2.3792, -3.8869], [1.1760, -1.5495, -4.9294], [1.3781, -1.9978, -6.2481], [1.1092, -3.3487, -6.5545], [0.8348, -4.1803, -5.4397], [0.6376, -2.0965, -2.8588], [1.4428, -0.5128, -4.7870], [1.5706, -1.3298, -7.0747], [1.1565, -3.7558, -7.5537], [0.5248, -5.2128, -5.5049], [3.6385, 1.1691, -3.9827], [3.5103, 0.4756, -2.7774], [4.1173, -0.7237, -2.5230], [5.0709, -1.1190, -3.3847], [5.2539, -0.5005, -4.6253], [4.4998, 0.6404, -4.9048], [2.7835, 0.8411, -2.0671], [3.9675, -1.2716, -1.6045], [5.6475, -1.9725, -3.0600], [5.9917, -0.9158, -5.2958], [4.7580, 1.1968, -5.7937], [1.6257, -1.8747, 7.1001], [0.8169, -1.4173, 6.0997], [0.3853, -2.2540, 5.0854], [0.7524, -3.6417, 5.1081], [1.5919, -4.0739, 6.1506], [1.9952, -3.1791, 7.1102], [0.3272, -0.4578, 6.1765], [-0.4226, -2.0269, 4.4057], [0.4898, -4.3559, 4.3417], [1.9045, -5.1020, 6.2586], [2.4970, -3.6009, 7.9685], [-3.6683, -1.9895, 5.1797], [-2.8048, -3.2828, 4.3223], [-5.1799, -1.5856, 4.2475], [-2.5411, -0.5663, 5.1783], [-3.9633, -2.3955, 6.1474]],
  "forces_ev_per_angstrom": [[0.257, -0.207, 0.445], [-0.129, 0.715, -0.543], [1.350, 0.637, 0.938], [-0.444, -0.232, -1.253], [-0.202, -0.340, 1.125], [-0.208, -0.334, -0.664], [0.003, 0.373, 0.269], [0.236, 0.243, 0.094], [-0.203, -0.106, -0.087], [-0.348, -0.220, 0.198], [-0.421, -0.309, -0.377], [0.888, -3.100, -1.557], [0.477, 0.331, 2.096], [0.978, -0.044, 0.863], [1.160, 0.073, 1.343], [-1.819, 1.041, 0.066], [-1.130, 1.953, -2.664], [-0.078, 0.216, -0.065], [-0.458, -0.507, -0.167], [0.122, -0.172, 0.026], [-0.226, -0.472, -0.201], [0.122, 0.609, 0.353], [-0.674, 0.002, -0.779], [-0.312, 1.580, -0.519], [0.332, 2.120, 1.322], [0.314, -2.119, -1.565], [-0.230, -0.319, 0.516], [0.557, -0.881, 0.421], [-0.035, -0.139, -0.028], [0.336, -0.412, 0.147], [-0.470, 0.137, 0.090], [0.046, 0.068, 0.147], [0.183, -0.039, 0.228], [0.134, 0.562, 0.392], [-1.274, -0.141, -1.252], [0.800, 0.568, 0.743], [-0.591, 2.178, -1.217], [-0.260, -0.582, 0.766], [0.676, -2.798, 0.097], [-0.444, -0.264, 0.028], [-0.087, -0.143, 0.293], [0.558, -0.270, 0.249], [0.362, 0.185, 0.128], [0.036, 0.663, -0.168], [2.748, -1.283, -0.830], [-0.089, -1.153, -0.286], [1.317, 1.619, -1.364], [-0.506, -1.910, 0.967], [-2.867, 1.767, 0.357], [0.759, -0.072, 1.261], [-0.598, 0.847, -0.035], [-0.090, -0.034, -0.199], [0.269, -0.337, 0.669], [-0.288, 0.313, -0.427], [-0.479, 0.131, -0.323], [0.116, -1.245, 0.108], [0.140, -1.305, -2.056], [1.169, 1.275, -0.870], [-1.295, -1.531, 0.271], [0.510, 0.040, 1.747], [-1.147, 2.181, 0.524], [0.038, 0.153, 0.016], [-0.260, 0.263, 0.393], [0.262, 0.317, 0.225], [0.088, 0.056, -0.076], [0.388, -0.224, -0.302], [0.792, -1.341, 0.970], [-0.947, 1.061, -2.660], [-0.232, 0.864, 1.231], [1.148, -1.209, -1.537], [-0.220, -0.091, 0.872], [-0.012, -0.149, 2.002], [-0.046, 0.493, -0.075], [-0.219, 0.112, 0.122], [0.265, -0.231, -0.481], [0.006, 0.239, -0.229], [-0.639, 0.233, -0.204], [-0.263, -0.024, -0.180], [0.400, -1.946, 0.666], [-0.195, -2.650, 0.085], [1.165, 1.333, 0.862], [-0.745, 0.052, -1.120], [-1.074, 1.497, -0.271], [0.585, 0.437, 0.254], [0.437, 0.662, -0.212], [-0.318, 0.193, -0.207], [-0.079, -0.143, -0.230], [0.447, 0.582, 0.236], [0.225, 0.294, -1.439], [-0.417, -0.199, 0.236], [0.810, -0.112, 0.745], [-1.202, -0.589, 0.545], [0.254, 0.661, -0.025]],
  "lowdin_spin": [0.259, 0.065, 0.093, 0.263, 0.058, 0.145, 0.007, 0.007, 0.025, -0.002, 0.013, 0.000, 0.000, 0.000, 0.000, 0.000, 0.000, 0.000, 0.000, 0.000, 0.000, 0.000, 0.000, 0.000, 0.000, 0.000, 0.000, 0.000, 0.000, 0.000, 0.000, 0.000, 0.000, 0.000, 0.000, 0.000, 0.000, 0.000, 0.000, 0.000, 0.000, 0.000, 0.000, 0.000, 0.000, 0.001, 0.003, 0.008, 0.005, 0.003, 0.000, 0.000, 0.004, 0.003, 0.000, 0.004, 0.003, 0.001, 0.005, 0.000, 0.005, 0.000, 0.000, 0.000, 0.000, 0.001, 0.001, 0.002, 0.004, 0.001, 0.000, 0.000, 0.001, 0.004, 0.000, 0.000, 0.000, 0.000, 0.000, 0.000, 0.000, 0.000, 0.000, 0.000, 0.000, 0.000, 0.000, 0.000, 0.000, 0.003, 0.000, 0.000, 0.000],
  "s_squared": 0.762,
  "multiplicity": 2,
  "homo_lumo_gap_ev": [2.2, 6.9],
  "charge": -1,
  "e_tot_ev": -92664.9288,
  "homo_ev": [-0.07, -4.86]
}

=====

(4)
{
  "formula": "C5H12O2",
  "method": "ωB97M-V/def2-TZVPD",
  "species": ["C", "C", "C", "O", "C", "C", "H", "H", "H", "H", "H", "H", "H", "H", "H", "H", "O", "H", "H"],
  "positions_angstrom": [[-1.6886, 1.1390, 1.5049], [-0.6390, 0.0329, 1.5165], [0.5006, 0.4060, 0.6038], [1.3064, -0.6671, 0.1334], [0.4523, 0.0265, -0.8085], [1.2041, 0.6904, -1.9276], [-1.2379, 2.0940, 1.7984], [-2.0959, 1.2575, 0.4948], [-2.5187, 0.9328, 2.1864], [-0.2575, -0.1428, 2.5294], [-1.0615, -0.9166, 1.1655], [1.0741, 1.2895, 0.8905], [-0.4129, -0.5706, -1.1056], [2.1900, 0.9859, -1.5655], [1.3495, -0.0356, -2.7345], [0.6967, 1.5662, -2.3458], [0.0102, -2.8865, -0.7384], [0.4958, -2.2954, -0.1369], [0.5116, -2.7995, -1.5581]],
  "forces_ev_per_angstrom": [[-0.054, 0.084, 0.008], [0.028, -0.035, -0.003], [-0.085, 0.250, 0.104], [0.025, -0.182, -0.075], [0.016, 0.062, -0.152], [0.100, 0.026, 0.020], [-0.119, -0.092, -0.020], [0.010, 0.022, 0.153], [0.135, -0.004, -0.089], [-0.038, 0.072, -0.116], [0.021, 0.151, 0.049], [-0.046, -0.074, -0.062], [0.158, 0.151, 0.085], [-0.056, 0.099, -0.043], [0.008, 0.139, 0.047], [-0.042, -0.170, 0.148], [0.110, -0.157, -0.086], [-0.043, -0.158, -0.030], [-0.126, -0.183, 0.063]],
  "mulliken_charge": [-1.158, -0.408, 0.077, -0.609, -0.026, -1.450, 0.317, 0.299, 0.351, 0.307, 0.260, 0.403, 0.657, 0.365, 0.289, 0.302, -0.668, 0.393, 0.299],
  "homo_lumo_gap_ev": 11.6,
  "e_above_lowest_kj_mol": 139.95,
  "smiles": "CC[C@H]1O[C@@H]1C.O",
  "charge": 0,
  "e_tot_ev": -9473.6852,
  "homo_ev": -10.56
}